58
Properties=species:S:1:pos:R:3 method="wB97M-V/def2-TZVPD" s2=0.772 homo_lumo_gap_ev="7.3806 / 6.1537" homo_energy_ev="-14.60 / -14.79" lumo_ev="-7.22 / -8.64" total_charge=+2 max_force_ev_per_a=0.7 spin_multiplicity=2
Ir 0.85004 -1.70383 -0.36442
S 2.18769 -0.94517 -1.96902
C 1.61902 0.56317 -2.60646
C 2.34000 1.14850 -3.65551
C 1.89012 2.33632 -4.20694
C 0.73071 2.93799 -3.73096
C 0.00690 2.35978 -2.68833
C 0.45420 1.17844 -2.12716
As -0.44054 0.23284 -0.72693
C -1.35845 1.50923 0.35742
C -2.65193 1.28908 0.82066
C -3.25893 2.24863 1.61818
C -2.57922 3.41427 1.94652
C -1.28988 3.63185 1.47585
C -0.67136 2.67828 0.68175
C -1.47692 -1.18956 -1.52159
C -1.19633 -1.55493 -2.84863
C -1.83415 -2.65207 -3.40574
C -2.74845 -3.37255 -2.65267
C -3.02896 -3.01501 -1.33496
C -2.39161 -1.93652 -0.76020
H 3.23650 0.66891 -4.02760
H 2.44282 2.79390 -5.01594
H 0.38106 3.86045 -4.17454
H -0.89823 2.83460 -2.33036
H -3.19804 0.39650 0.54858
H -4.26861 2.09076 1.97203
H -3.06155 4.16414 2.55908
H -0.77553 4.55384 1.71455
H 0.32721 2.85794 0.29843
H -0.50683 -0.97181 -3.44596
H -1.61960 -2.94041 -4.42538
H -3.24340 -4.22999 -3.08858
H -3.72770 -3.59983 -0.75323
H -2.56724 -1.70277 0.28111
C 1.23642 -5.02077 1.63450
S 0.23315 -4.24325 0.42767
O -0.82247 -5.10281 0.03475
O 1.15341 -3.78164 -0.68648
O -0.21299 -2.90315 1.00633
H 1.63815 -5.92545 1.18122
H 0.59648 -5.27350 2.47799
H 2.03146 -4.34110 1.93011
C 3.40517 1.70356 1.58947
N 2.20325 1.21351 2.24176
C 1.50703 2.01319 3.26613
C 0.31764 1.11823 3.66199
N 0.66565 -0.14234 2.99589
C 1.71222 -0.00959 2.19969
S 2.38238 -1.35926 1.30001
H 3.15783 2.53680 0.93073
H 3.85509 0.89940 1.01407
H 4.11385 2.04815 2.34243
H 1.19014 2.96694 2.84864
H 2.19110 2.20316 4.09437
H -0.62936 1.49862 3.27787
H 0.23888 0.97746 4.73688
H 0.16271 -1.01110 3.08098